Record 1
DFT (ωB97M-V/def2-TZVPD) results for a structure of composition C28H31ClLuN6O7S.

Calculated values
Total charge: +1
HOMO-LUMO gap in eV: 6.879

XYZ file:
```
75
C28H31ClLuN6O7S, DFT ωB97M-V/def2-TZVPD
Lu -2.10 -1.62 -0.32
O 2.47 -1.90 -0.16
C 1.18 -1.98 0.04
O 0.37 -1.40 -0.66
C 0.66 -2.75 1.24
C 1.38 -3.53 2.13
C 0.72 -4.05 3.23
C -0.62 -3.71 3.45
C -1.26 -2.90 2.52
N -0.63 -2.51 1.41
C -2.62 -2.22 2.65
O -3.54 -2.75 3.37
O -2.75 -1.18 2.05
H 2.62 -1.26 -0.90
H 2.42 -3.74 1.95
H 1.22 -4.65 3.95
H -1.14 -4.03 4.32
H -3.61 -3.73 3.17
S -3.14 -4.88 -3.50
C -2.39 -3.75 -2.69
N -1.85 -2.91 -2.05
C 3.93 2.44 -3.31
C 3.74 2.69 -1.80
C 3.64 4.19 -1.57
C 4.94 2.05 -1.08
C 2.44 1.90 -1.35
O 2.50 0.57 -1.95
C 2.33 1.53 0.15
C 2.29 2.66 1.20
C 0.92 3.08 1.67
C 0.19 2.24 2.51
C -1.12 2.57 2.90
C -1.73 3.71 2.38
Cl -3.35 4.06 2.76
C -1.00 4.58 1.57
C 0.29 4.26 1.22
C 1.20 2.67 -1.79
N 0.02 1.80 -1.92
C -0.78 1.37 -0.95
N -1.57 0.40 -1.44
C -1.18 0.31 -2.76
N -0.21 1.13 -3.08
H 4.85 2.96 -3.62
H 3.09 2.82 -3.90
H 4.10 1.38 -3.53
H 4.61 4.59 -1.84
H 3.44 4.48 -0.55
H 2.86 4.66 -2.21
H 5.84 2.47 -1.56
H 4.94 0.96 -1.13
H 4.96 2.32 -0.01
H 2.15 0.61 -2.85
H 3.15 0.83 0.38
H 1.43 0.94 0.21
H 2.91 3.50 0.94
H 2.74 2.22 2.09
H 0.70 1.36 2.92
H -1.65 1.95 3.61
H -1.50 5.46 1.17
H 0.83 4.96 0.61
H 1.29 3.13 -2.75
H 0.95 3.43 -1.05
H -0.82 1.83 0.02
H -1.64 -0.30 -3.51
O -3.68 -5.09 1.87
C -4.10 -4.56 0.83
C -5.28 -5.07 -0.01
C -5.56 -3.88 -0.94
C -4.51 -2.87 -0.52
O -4.35 -1.71 -0.93
N -3.64 -3.37 0.36
H -6.10 -5.30 0.66
H -4.93 -5.95 -0.54
H -6.56 -3.42 -0.83
H -5.42 -4.09 -1.98
```

Record 2
DFT (ωB97M-V/def2-TZVPD) results for a cluster of 2 separate species, C5H13NO3 in total.

Calculated values
Total charge: 0
HOMO-LUMO gap in eV: 9.645
SMILES: C[C@@H](O)CO.CC(N)=O

XYZ file:
```
22
C5H13NO3, DFT ωB97M-V/def2-TZVPD
C -1.45 -0.56 -1.04
C 1.28 0.30 -0.15
C -1.34 -0.51 -2.53
N -1.45 -1.78 -0.45
O -1.74 0.46 -0.37
O 0.81 1.55 -0.61
H -1.08 0.36 0.99
H -0.15 1.55 -0.56
H -1.14 -2.59 -0.96
H -1.30 -1.80 0.55
H 1.16 -0.53 -0.86
H 2.36 0.41 -0.05
H -2.25 -0.09 -2.94
H -0.51 0.13 -2.82
H -1.21 -1.50 -2.98
C 1.45 1.20 2.30
C 0.87 0.03 1.52
O -0.46 -0.15 1.74
H 1.40 -0.91 1.74
H 1.08 2.13 1.88
H 1.14 1.12 3.34
H 2.53 1.19 2.26
```

Calculated values (kcal/mol) of relative energy (zero: lowest compared OMol25 entry of this formula, charge and spin) for the records, taken in order: 0.0 26.5.